1.
{"formula": "C34H32HgN7O9S4Te", "method": "ωB97M-V/def2-TZVPD", "charge": -2, "e_homo_ha": [0.0049, -0.0664], "relative_energy_kcal_mol": 33.6, "s2": 0.77, "spin_multiplicity": 2, "species": ["Hg", "C", "C", "N", "N", "C", "N", "S", "C", "C", "C", "C", "C", "N", "H", "H", "H", "H", "H", "H", "H", "H", "H", "O", "S", "C", "C", "C", "C", "S", "O", "C", "C", "C", "C", "C", "C", "C", "C", "C", "C", "C", "C", "H", "H", "H", "H", "H", "H", "H", "H", "H", "H", "H", "H", "H", "H", "H", "H", "H", "H", "O", "N", "O", "C", "C", "C", "C", "O", "C", "C", "N", "O", "O", "N", "O", "O", "H", "H", "Te", "C", "C", "C", "C", "S", "H", "H", "H"], "xyz": [[-1.541, -0.351, 0.641], [-2.636, -4.351, 2.702], [-2.613, -3.091, 1.882], [-1.937, -2.013, 2.250], [-1.251, -2.000, 3.428], [-0.749, -0.851, 3.716], [0.062, -0.805, 4.872], [-0.909, 0.675, 2.864], [-3.324, -3.008, 0.657], [-4.111, -4.095, 0.172], [-4.754, -4.005, -1.029], [-4.647, -2.827, -1.803], [-3.891, -1.793, -1.286], [-3.265, -1.838, -0.105], [-1.922, -4.260, 3.519], [-2.368, -5.219, 2.090], [-3.628, -4.542, 3.131], [-0.150, -1.552, 5.517], [0.107, 0.110, 5.289], [-4.199, -4.996, 0.767], [-5.342, -4.844, -1.390], [-5.121, -2.729, -2.771], [-3.763, -0.868, -1.838], [1.116, -1.513, 1.272], [2.247, -1.864, 2.169], [3.460, -0.542, 1.907], [3.123, 0.415, 0.753], [2.849, 1.840, 1.193], [2.665, 2.784, 0.005], [0.893, 3.116, -0.423], [0.057, 2.165, 0.353], [0.772, 4.683, 0.446], [0.220, 4.702, 1.713], [0.009, 5.927, 2.334], [0.323, 7.113, 1.680], [0.850, 7.081, 0.393], [1.070, 5.861, -0.230], [3.151, -3.150, 1.309], [3.497, -2.994, -0.027], [4.065, -4.060, -0.707], [4.283, -5.269, -0.055], [3.922, -5.421, 1.274], [3.344, -4.355, 1.961], [4.400, -1.074, 1.761], [3.516, -0.020, 2.865], [2.278, 0.040, 0.168], [3.986, 0.439, 0.082], [3.718, 2.187, 1.760], [1.982, 1.873, 1.863], [3.125, 2.382, -0.901], [3.085, 3.769, 0.208], [-0.057, 3.766, 2.190], [-0.422, 5.952, 3.328], [0.129, 8.065, 2.160], [1.050, 8.005, -0.137], [1.454, 5.820, -1.244], [3.282, -2.063, -0.542], [4.314, -3.952, -1.755], [4.718, -6.102, -0.594], [4.068, -6.371, 1.773], [3.031, -4.462, 2.995], [0.153, 5.543, -4.966], [-0.614, 5.616, -4.013], [-1.136, 6.676, -3.673], [-0.910, 4.416, -3.276], [-0.331, 3.180, -3.662], [-0.583, 2.030, -2.993], [-1.568, 2.011, -1.894], [-2.026, 0.974, -1.400], [-1.975, 3.346, -1.450], [-1.695, 4.498, -2.152], [-2.736, 3.513, -0.217], [-2.760, 2.603, 0.578], [-3.302, 4.593, -0.023], [0.288, 0.954, -3.427], [-0.238, -0.344, -3.266], [1.360, 0.999, -2.603], [0.374, 3.154, -4.481], [-2.066, 5.447, -1.801], [0.398, -0.910, -1.422], [-0.386, -2.814, -1.941], [-1.015, -3.200, -3.092], [-1.363, -4.587, -3.098], [-0.993, -5.230, -1.956], [-0.232, -4.151, -0.869], [-1.231, -2.499, -3.888], [-1.878, -5.075, -3.918], [-1.154, -6.262, -1.677]]}

***

2.
{"formula": "C34H32LuN3P2S2", "method": "ωB97M-V/def2-TZVPD", "charge": 2, "e_homo_ha": -0.4950, "species": ["Lu", "C", "S", "C", "S", "N", "N", "C", "C", "C", "C", "C", "C", "N", "H", "H", "H", "H", "H", "H", "H", "H", "C", "C", "P", "C", "C", "C", "C", "C", "C", "C", "C", "C", "C", "C", "C", "P", "C", "C", "C", "C", "C", "C", "C", "C", "C", "C", "C", "C", "H", "H", "H", "H", "H", "H", "H", "H", "H", "H", "H", "H", "H", "H", "H", "H", "H", "H", "H", "H", "H", "H", "H", "H"], "xyz": [[-0.676, -0.481, 0.248], [-3.611, 2.072, 4.198], [-2.905, 3.065, 2.877], [-1.868, 1.989, 1.996], [-1.743, 0.299, 2.480], [-1.246, 2.604, 1.026], [-0.425, 1.768, 0.302], [0.362, 2.342, -0.528], [1.346, 1.514, -1.236], [2.303, 2.080, -2.053], [3.273, 1.252, -2.613], [3.245, -0.099, -2.329], [2.236, -0.591, -1.513], [1.292, 0.185, -0.978], [-4.468, 2.649, 4.543], [-2.909, 1.938, 5.016], [-3.965, 1.111, 3.835], [0.348, 3.422, -0.645], [2.301, 3.145, -2.234], [4.042, 1.666, -3.252], [3.985, -0.777, -2.728], [2.175, -1.643, -1.281], [-1.686, -2.202, -2.653], [-3.063, -1.717, -2.202], [-3.036, -0.194, -1.177], [-2.864, 1.197, -2.321], [-2.941, 2.491, -1.800], [-2.813, 3.587, -2.637], [-2.599, 3.403, -3.998], [-2.523, 2.123, -4.523], [-2.658, 1.021, -3.689], [-4.661, -0.104, -0.419], [-5.720, 0.482, -1.112], [-6.993, 0.463, -0.563], [-7.213, -0.136, 0.669], [-6.158, -0.715, 1.364], [-4.882, -0.695, 0.824], [-0.588, -2.925, -1.329], [0.478, -4.047, -2.268], [1.834, -4.151, -1.964], [2.653, -5.021, -2.668], [2.118, -5.807, -3.677], [0.762, -5.736, -3.969], [-0.055, -4.864, -3.270], [-1.630, -3.911, -0.228], [-2.107, -3.276, 0.919], [-2.768, -3.964, 1.922], [-2.973, -5.329, 1.773], [-2.510, -5.982, 0.640], [-1.833, -5.284, -0.351], [-1.099, -1.390, -3.095], [-1.801, -2.944, -3.441], [-3.556, -2.471, -1.582], [-3.722, -1.550, -3.058], [-3.116, 2.652, -0.742], [-2.891, 4.586, -2.227], [-2.506, 4.262, -4.649], [-2.372, 1.980, -5.585], [-2.616, 0.031, -4.125], [-5.558, 0.959, -2.070], [-7.816, 0.918, -1.097], [-8.208, -0.147, 1.093], [-6.331, -1.173, 2.329], [-4.062, -1.124, 1.383], [2.261, -3.596, -1.137], [3.703, -5.096, -2.420], [2.753, -6.488, -4.228], [0.338, -6.365, -4.740], [-1.110, -4.838, -3.509], [-1.972, -2.201, 1.104], [-3.114, -3.445, 2.806], [-3.483, -5.885, 2.548], [-2.659, -7.048, 0.533], [-1.444, -5.819, -1.206]]}

***

Number 1: calculated total energy -119434.6902 eV. Number 2: calculated total energy -114105.0871 eV.